(1)
DFT (the ωB97M-V functional and the def2-TZVPD basis) results for a 3-piece molecular cluster, C18H31N2O4 overall at a distorted geometry.

Geometry (Å):
C 0.357 5.200 0.761
C 0.602 4.373 -0.252
C 1.797 3.475 -0.299
N 1.532 2.176 0.383
C 0.295 1.677 0.501
C 0.071 0.491 1.160
C 1.131 -0.214 1.723
C 0.914 -1.489 2.481
C 1.690 -1.463 3.806
N 1.383 -2.664 4.592
C 2.416 0.320 1.551
C 2.585 1.502 0.888
H -0.665 5.505 0.955
H 1.130 5.631 1.389
H -0.090 4.346 -1.086
H 2.604 3.942 0.270
H 2.179 3.287 -1.302
H -0.534 2.224 0.068
H -0.942 0.128 1.256
H 1.293 -2.328 1.892
H -0.147 -1.617 2.693
H 2.762 -1.473 3.567
H 1.461 -0.561 4.376
H 2.086 -2.721 5.322
H 1.589 -3.451 3.981
H 3.293 -0.181 1.932
H 3.562 1.942 0.748
O 2.039 -4.690 2.038
C 1.794 -5.217 0.983
O 1.090 -4.518 0.075
C 0.864 -4.986 -1.265
C -0.319 -5.925 -1.349
C 2.189 -6.644 0.701
H 1.774 -5.428 -1.672
H 0.667 -4.084 -1.841
H -0.160 -6.830 -0.763
H -0.497 -6.215 -2.384
H -1.215 -5.438 -0.963
H 1.449 -7.301 1.156
H 3.152 -6.826 1.171
H 2.279 -6.885 -0.354
O -2.440 3.274 -0.279
C -3.071 3.522 -1.280
O -2.974 2.675 -2.311
C -3.791 2.779 -3.492
C -3.223 3.762 -4.493
C -3.886 4.783 -1.405
H -4.821 3.009 -3.221
H -3.792 1.776 -3.912
H -3.189 4.775 -4.092
H -3.832 3.773 -5.396
H -2.205 3.479 -4.763
H -3.218 5.601 -1.673
H -4.328 4.997 -0.434
H -4.689 4.727 -2.134

As for the net charge: +1. The value obtained for the relative energy (zero: lowest compared OMol25 entry of this formula, charge and spin) is 0.000 eV. Its frontier orbital gap is 8.33 eV.

Mulliken charges, unit e, in atom order:
1. C -0.66
2. C -0.37
3. C -0.63
4. N 0.23
5. C -0.26
6. C -0.98
7. C 0.96
8. C -0.34
9. C -0.49
10. N -0.70
11. C -0.57
12. C -0.37
13. H 0.27
14. H 0.28
15. H 0.41
16. H 0.47
17. H 0.29
18. H 0.70
19. H 0.47
20. H -0.04
21. H 0.34
22. H 0.31
23. H 0.39
24. H 0.27
25. H 0.28
26. H 0.43
27. H 0.40
28. O -0.54
29. C 0.89
30. O -0.39
31. C -0.45
32. C -0.98
33. C -1.25
34. H 0.38
35. H 0.33
36. H 0.28
37. H 0.36
38. H 0.31
39. H 0.30
40. H 0.33
41. H 0.37
42. O -0.58
43. C 0.80
44. O -0.36
45. C -0.43
46. C -0.98
47. C -1.15
48. H 0.38
49. H 0.32
50. H 0.28
51. H 0.36
52. H 0.30
53. H 0.27
54. H 0.34
55. H 0.39

(2)
DFT (the ωB97M-V functional and the def2-TZVPD basis) results for C18H31N2OPSiW as an isolated structure at a distorted geometry.

Geometry (Å):
W 0.054 -0.326 0.235
Si -0.665 -0.493 -2.021
P 2.015 0.915 -1.086
N -0.356 1.353 0.860
H 0.286 -1.679 0.748
C 3.455 1.515 -0.128
H 4.132 2.120 -0.751
H 3.994 0.641 0.262
H 3.088 2.116 0.724
C 2.854 0.016 -2.454
H 3.679 0.622 -2.858
H 2.152 -0.219 -3.263
H 3.248 -0.920 -2.039
C 1.476 2.512 -1.867
H 2.297 2.972 -2.443
H 1.153 3.228 -1.097
H 0.627 2.356 -2.540
C -0.583 -2.189 -2.874
H -1.047 -2.975 -2.272
H 0.443 -2.476 -3.123
H -1.156 -2.093 -3.814
H -2.151 -0.244 -1.972
H -0.173 0.379 -3.125
C -0.896 2.598 0.960
C -1.287 4.609 2.235
C -0.653 3.375 2.118
C -1.715 3.069 -0.097
C -2.330 4.307 0.039
C -2.121 5.065 1.197
H -1.132 5.201 3.137
H 0.008 2.953 2.880
H -1.843 2.417 -0.970
H -2.977 4.657 -0.773
H -2.622 6.026 1.297
C 2.135 -2.380 0.750
O 2.816 -1.380 0.393
C 2.292 -2.779 2.261
H 2.458 -3.836 2.383
H 1.519 -2.425 2.890
H 3.226 -2.323 2.559
C 2.079 -3.551 -0.249
H 3.049 -3.508 -0.707
H 1.352 -3.503 -1.035
H 1.999 -4.498 0.258
C -4.158 -2.403 1.729
C -3.245 -3.127 0.999
C -2.026 -2.577 0.590
N -1.728 -1.263 0.882
C -2.589 -0.565 1.681
C -3.835 -1.113 2.074
H -5.134 -2.834 2.036
H -3.431 -4.168 0.705
H -1.264 -3.126 0.047
H -2.282 0.426 1.983
H -4.487 -0.473 2.650

As for the net charge: 0. The value obtained for the relative energy (zero: lowest compared OMol25 entry of this formula, charge and spin) is 0.840 eV. The multiplicity is 3. Its frontier orbital gap (spin up / spin down) is 6.07 / 6.90 eV.

Mulliken charges, unit e, in atom order:
1. W 0.37
2. Si 0.63
3. P 0.58
4. N -0.27
5. H 0.02
6. C -1.25
7. H 0.43
8. H 0.36
9. H 0.26
10. C -1.08
11. H 0.43
12. H 0.29
13. H 0.20
14. C -1.18
15. H 0.45
16. H 0.31
17. H 0.27
18. C -1.16
19. H 0.24
20. H 0.30
21. H 0.37
22. H -0.29
23. H -0.29
24. C -0.05
25. C -0.51
26. C -0.36
27. C 0.29
28. C -0.68
29. C -0.40
30. H 0.36
31. H 0.41
32. H 0.23
33. H 0.35
34. H 0.36
35. C 1.31
36. O -0.56
37. C -1.37
38. H 0.42
39. H 0.25
40. H 0.34
41. C -1.26
42. H 0.42
43. H 0.00
44. H 0.47
45. C -0.13
46. C -0.77
47. C -0.06
48. N -0.11
49. C -0.13
50. C -0.72
51. H 0.36
52. H 0.35
53. H 0.38
54. H 0.40
55. H 0.40

(3)
DFT (the ωB97M-V functional and the def2-TZVPD basis) results for C18H31N6O6PdSSeSi as an isolated structure.

Geometry (Å):
Pd -0.072 0.150 0.435
C -5.459 -2.171 0.264
Si -4.744 -2.386 1.980
C -6.173 -2.380 3.208
C -3.862 -4.029 2.113
C -3.592 -0.977 2.423
C -3.857 -0.125 3.483
C -3.000 0.926 3.810
C -1.858 1.086 3.052
N -1.579 0.275 2.041
C -2.410 -0.720 1.697
S -1.856 -1.583 0.300
H -6.120 -3.004 0.026
H -4.663 -2.134 -0.478
H -6.031 -1.247 0.192
H -6.857 -3.195 2.976
H -6.741 -1.453 3.172
H -5.824 -2.526 4.230
H -4.526 -4.844 1.826
H -3.526 -4.204 3.134
H -2.988 -4.049 1.465
H -4.752 -0.271 4.074
H -3.211 1.597 4.630
H -1.124 1.856 3.242
C -3.171 2.834 -2.869
N -1.744 2.791 -2.626
C -0.870 3.089 -3.622
C 0.461 2.994 -3.452
C 0.918 2.552 -2.160
N 0.068 2.281 -1.186
C -1.274 2.320 -1.386
O -2.069 1.961 -0.530
N 2.230 2.427 -1.924
H -3.506 3.866 -3.001
H -3.662 2.394 -2.005
H -3.417 2.253 -3.760
H -1.316 3.390 -4.561
H 1.146 3.206 -4.257
H 2.835 2.439 -2.729
H 2.522 1.788 -1.147
O 3.416 -1.899 -0.947
Se 2.332 -0.838 -0.396
O 2.996 0.616 0.034
O 1.089 -0.484 -1.458
O 1.472 -1.381 0.942
C 3.538 3.990 3.025
N 2.671 3.246 2.137
C 1.684 4.071 1.475
C 2.235 1.985 2.524
O 1.064 1.645 2.435
N 3.190 1.160 3.051
C 2.728 -0.142 3.498
C 4.535 1.126 2.499
H 2.948 4.617 3.710
H 4.197 4.647 2.451
H 4.149 3.317 3.619
H 1.057 4.611 2.198
H 1.039 3.455 0.851
H 2.197 4.801 0.845
H 1.677 -0.082 3.774
H 3.324 -0.453 4.359
H 2.813 -0.883 2.695
H 4.869 2.117 2.207
H 4.555 0.484 1.616
H 5.216 0.736 3.261

As for the net charge: -1. The value obtained for the relative energy (zero: lowest compared OMol25 entry of this formula, charge and spin) is 0.000 eV. The multiplicity is 3. Its frontier orbital gap (spin up / spin down) is 7.33 / 7.19 eV.

Mulliken charges, unit e, in atom order:
1. Pd 0.60
2. C -1.02
3. Si 0.23
4. C -1.11
5. C -1.02
6. C 0.19
7. C 0.07
8. C -1.12
9. C -0.57
10. N -0.06
11. C 0.84
12. S -0.37
13. H 0.32
14. H 0.31
15. H 0.32
16. H 0.29
17. H 0.30
18. H 0.30
19. H 0.32
20. H 0.32
21. H 0.32
22. H 0.33
23. H 0.39
24. H 0.56
25. C -1.15
26. N 0.12
27. C -0.29
28. C -1.07
29. C 0.80
30. N 0.11
31. C 0.31
32. O -0.70
33. N -0.25
34. H 0.32
35. H 0.33
36. H 0.39
37. H 0.40
38. H 0.36
39. H 0.25
40. H 0.13
41. O -0.78
42. Se 1.18
43. O -0.75
44. O -0.73
45. O -0.65
46. C -1.27
47. N 0.29
48. C -0.91
49. C 0.25
50. O -0.22
51. N 0.17
52. C -0.90
53. C -1.12
54. H 0.34
55. H 0.32
56. H 0.51
57. H 0.36
58. H 0.03
59. H 0.32
60. H 0.25
61. H 0.28
62. H 0.26
63. H 0.42
64. H 0.24
65. H 0.32

(4)
DFT (the ωB97M-V functional and the def2-TZVPD basis) results for a 6-piece molecular cluster, C18H31O4S3 overall at a distorted geometry.

Geometry (Å):
O -1.621 -0.325 0.476
H -0.848 -0.285 0.514
C 1.404 -1.506 2.373
S 2.114 -2.373 3.745
O 1.437 -3.679 3.796
C 3.858 -2.640 3.061
H 0.598 -1.290 2.651
H 1.249 -2.254 1.607
H 1.967 -0.598 1.978
H 4.344 -1.895 2.973
H 3.895 -2.963 2.116
H 4.239 -3.295 3.941
C -0.884 -1.146 -2.667
S -1.858 -2.288 -1.717
O -2.685 -3.100 -2.720
C -0.475 -3.432 -1.293
H 0.036 -1.017 -2.296
H -1.536 -0.232 -2.353
H -0.682 -1.290 -3.747
H 0.259 -3.069 -0.665
H 0.189 -3.640 -2.232
H -0.712 -4.344 -0.812
C -1.818 -3.183 2.586
S -3.168 -2.407 1.775
O -4.075 -3.541 1.119
C -3.906 -1.897 3.309
H -1.220 -2.496 2.845
H -1.349 -3.722 1.929
H -2.111 -3.732 3.364
H -4.201 -2.845 4.003
H -4.800 -1.264 2.977
H -3.335 -1.082 3.944
C 2.071 0.573 -1.301
C 3.041 1.236 -2.293
C 3.559 2.387 -2.041
C 3.071 3.216 -0.927
C 2.117 2.623 0.007
C 1.629 1.271 -0.117
H 1.641 -0.587 -1.511
H 3.450 0.763 -3.225
H 4.232 2.879 -2.797
H 3.225 4.241 -0.785
H 2.047 3.200 0.954
H 0.993 0.703 0.648
C -0.058 4.003 -2.798
C -0.790 2.888 -2.068
C -1.944 3.200 -1.295
C -2.550 4.383 -1.218
C -1.906 5.454 -1.952
C -0.544 5.304 -2.628
H 0.803 3.771 -3.298
H -0.442 1.859 -1.941
H -2.152 2.278 -0.731
H -3.378 4.551 -0.692
H -2.371 6.527 -1.577
H -0.047 6.107 -2.994

As for the net charge: -1. The value obtained for the relative energy (zero: lowest compared OMol25 entry of this formula, charge and spin) is 3.313 eV. Its frontier orbital gap is 6.23 eV.

Mulliken charges, unit e, in atom order:
1. O -0.78
2. H 0.01
3. C -0.90
4. S 0.45
5. O -0.59
6. C -1.33
7. H 0.47
8. H 0.20
9. H 0.32
10. H 0.62
11. H 0.44
12. H 0.27
13. C 0.17
14. S 0.67
15. O -0.74
16. C -1.04
17. H -0.61
18. H 0.17
19. H 0.42
20. H 0.18
21. H 0.37
22. H 0.48
23. C -1.08
24. S 0.63
25. O -0.71
26. C -0.86
27. H 0.08
28. H 0.45
29. H 0.65
30. H 0.22
31. H 0.29
32. H 0.28
33. C 0.22
34. C -0.45
35. C -0.36
36. C -0.52
37. C -0.84
38. C 0.23
39. H 0.05
40. H 0.28
41. H 0.26
42. H 0.46
43. H 0.30
44. H 0.16
45. C -0.60
46. C 0.21
47. C -0.23
48. C -0.55
49. C -0.38
50. C -0.60
51. H 0.57
52. H 0.01
53. H 0.34
54. H 0.57
55. H 0.14
56. H 0.51